{
  "formula": "C7H15ClSi",
  "method": "the ωB97M-V functional and the def2-TZVPD basis",
  "species": ["C", "C", "C", "C", "C", "C", "C", "Si", "Cl", "H", "H", "H", "H", "H", "H", "H", "H", "H", "H", "H", "H", "H", "H", "H"],
  "xyz": [[1.8431, 1.6796, 1.8411], [0.5147, 1.7917, 1.6614], [0.8832, 0.6674, -2.0361], [1.0227, -1.3091, -0.5999], [-0.9998, -0.8828, -1.6870], [-2.3125, -1.2487, 2.2718], [0.1006, -0.1698, -1.0265], [-0.5474, 0.9594, 0.4481], [-1.5794, 2.5618, -0.3088], [2.4828, 2.2097, 2.6169], [2.3146, 0.9801, 1.1707], [-0.0224, 2.4265, 2.3704], [1.4072, -0.0443, -2.7839], [0.3260, 1.4278, -2.4141], [1.7786, 1.1448, -1.6431], [0.4681, -2.1567, -0.1890], [1.7071, -1.0648, 0.3105], [1.7226, -1.4736, -1.4014], [-1.8170, -0.1690, -2.2078], [-0.7741, -1.7162, -2.5153], [-1.5722, -1.5227, -0.8294], [-2.3048, -1.6363, 1.2550], [-1.5778, -1.7929, 2.8361], [-3.0639, -0.6619, 2.8604]],
  "atomic_forces_ev_per_a": [[-0.060, 0.115, 0.383], [1.344, 0.546, 1.234], [2.895, -2.651, 0.356], [1.513, 0.905, 3.456], [-5.052, -1.907, -1.234], [-0.349, -0.544, 0.947], [1.727, 0.463, 0.297], [-0.221, -0.970, -0.812], [-0.428, 0.347, -0.487], [-1.113, -0.736, -1.057], [0.756, 0.044, -0.004], [-0.094, 0.059, -0.272], [-1.460, 1.130, 0.466], [-1.712, 1.937, -1.763], [0.017, 0.154, 0.729], [0.128, -0.222, -0.704], [-0.928, 0.012, -1.415], [-0.029, -0.887, -0.341], [1.751, -1.515, 1.262], [0.199, 1.983, 1.748], [0.968, 1.490, -2.139], [-0.786, 0.771, 0.065], [0.232, 0.109, 0.556], [0.704, -0.633, -1.271]],
  "gap_ev": [7.43, 8.92],
  "total_charge": 0,
  "homo_energy_ev": [-6.7, -10.2],
  "multiplicity": 3,
  "e_above_lowest_ev": 0.229,
  "energy_ha": -1025.23354,
  "e_lumo_ev": [0.7612, -1.2302],
  "s_squared": 2.009
}

---

{
  "formula": "C28H35AlB2Br2CaClCsF8NO28PS",
  "method": "the ωB97M-V functional and the def2-TZVPD basis",
  "species": ["C", "C", "C", "N", "C", "C", "Br", "C", "C", "Br", "C", "C", "C", "O", "C", "F", "F", "C", "F", "F", "C", "F", "F", "C", "O", "O", "C", "O", "O", "H", "H", "H", "H", "H", "H", "H", "H", "H", "H", "H", "H", "H", "H", "H", "C", "O", "C", "C", "O", "C", "H", "H", "H", "H", "H", "H", "H", "H", "H", "H", "Ca", "B", "O", "C", "O", "C", "O", "O", "F", "F", "B", "O", "C", "O", "C", "O", "O", "O", "C", "O", "C", "O", "O", "C", "O", "P", "O", "O", "C", "O", "C", "H", "H", "H", "H", "H", "H", "H", "H", "H", "Al", "O", "S", "O", "O", "O", "O", "H", "Cl", "Cs"],
  "xyz": [[8.1294, -1.7673, 3.1236], [7.2508, -0.5054, 3.3519], [7.1180, 0.1982, 1.9886], [6.1117, 1.2728, 1.9822], [4.7239, 0.8018, 1.9641], [4.3573, -0.4009, 1.0953], [3.6991, -1.9530, 2.0249], [4.4723, -0.4457, -0.2279], [5.0105, 0.6810, -1.0800], [3.9503, -1.9923, -1.2266], [3.6672, 1.9217, 1.5361], [2.4976, 1.5464, 2.4345], [1.2768, 2.4489, 2.3947], [1.4004, 3.6314, 2.4452], [-0.1682, 1.8379, 2.3081], [-0.9448, 2.8335, 1.8409], [-0.6609, 1.5071, 3.4990], [-0.2525, 0.6950, 1.2467], [-1.4456, 0.7961, 0.6208], [0.6793, 0.9275, 0.2897], [-0.1742, -0.7635, 1.7802], [0.5775, -0.8848, 2.8943], [0.4556, -1.4666, 0.8189], [-1.5683, -1.4365, 1.9642], [-2.0028, -2.3115, 1.2854], [-2.3217, -0.9350, 2.9555], [3.2975, 1.4413, 3.7523], [3.1057, 1.8884, 4.8088], [4.3901, 0.6742, 3.3406], [7.8980, -2.5284, 3.8712], [9.1954, -1.5407, 3.1969], [7.9528, -2.2189, 2.1419], [7.8071, 0.1329, 4.0368], [6.2987, -0.8566, 3.7446], [8.0873, 0.6829, 1.8164], [7.0052, -0.5379, 1.1859], [6.3118, 1.9671, 1.2839], [4.1592, 1.2170, -1.5178], [5.5970, 1.4184, -0.5248], [5.6313, 0.2778, -1.8797], [4.1028, 2.9323, 1.7266], [3.3071, 1.9242, 0.5046], [2.2097, 0.5053, 2.2573], [-1.8545, -1.1186, 3.8006], [-1.9082, -1.0613, -1.5895], [-2.1826, -1.7815, -2.7847], [-3.5191, -2.2359, -2.8472], [-4.3863, -1.3174, -3.6929], [-4.5042, -0.0425, -3.1111], [-3.6313, 0.9019, -3.6625], [-1.0008, -0.4798, -1.7412], [-2.7181, -0.3760, -1.3284], [-1.7418, -1.7579, -0.7665], [-3.9367, -2.3519, -1.8404], [-3.4985, -3.2271, -3.3141], [-5.3971, -1.7371, -3.7523], [-3.9941, -1.2448, -4.7119], [-4.0426, 1.2818, -4.6501], [-2.6279, 0.4877, -3.8258], [-3.5594, 1.7387, -2.9705], [5.8473, 3.9557, 1.2400], [2.3869, 5.5632, 6.6409], [3.4669, 5.8703, 7.6209], [4.6260, 5.8174, 7.0001], [5.7016, 6.0126, 7.4962], [4.3771, 5.4647, 5.5431], [5.2261, 5.3332, 4.6849], [3.0988, 5.3201, 5.3413], [1.5228, 6.6412, 6.5117], [1.6931, 4.4239, 7.0184], [-4.6847, -2.4852, 6.9583], [-4.7036, -3.1291, 8.2838], [-5.3919, -4.2633, 8.1877], [-5.5949, -5.0277, 9.0847], [-5.8675, -4.4183, 6.7545], [-6.5128, -5.3266, 6.3157], [-5.4462, -3.3705, 6.0517], [-5.2829, -1.1347, 7.0088], [-4.3700, -0.2577, 6.6099], [-4.5280, 0.9252, 6.5299], [-3.0960, -1.0109, 6.2688], [-2.0654, -0.5248, 5.8701], [-3.2913, -2.2980, 6.4743], [-6.7101, -0.1941, -11.0294], [-5.5941, -1.0035, -10.5702], [-4.2216, -0.1940, -10.1837], [-3.7194, 0.2154, -11.5640], [-3.4480, -1.4756, -9.6037], [-4.0174, -2.7919, -9.5088], [-3.1970, 0.8486, -9.4286], [-3.0695, 0.8624, -7.9755], [-7.5471, -0.8645, -11.2010], [-6.9941, 0.5329, -10.2715], [-6.4538, 0.3069, -11.9616], [-4.0994, -3.2352, -10.4996], [-4.9870, -2.7716, -9.0197], [-3.3424, -3.3972, -8.9088], [-2.5941, -0.0495, -7.6230], [-4.0501, 0.9768, -7.5199], [-2.4455, 1.7070, -7.6937], [-2.2576, 1.8584, -11.1450], [-1.6230, -4.7227, -1.8096], [-0.7188, -4.7722, -0.6497], [0.2181, -5.8899, -0.7973], [-1.5087, -4.9470, 0.5818], [0.0505, -3.5285, -0.5654], [8.3231, 6.5215, 0.9084], [9.1281, 6.9987, 0.6879], [-5.8691, 1.7365, -5.4191], [-4.0556, -4.1026, -0.9926]],
  "atomic_forces_ev_per_a": [[-0.097, 0.083, 0.129], [0.698, -1.036, -0.902], [1.182, 0.381, 0.657], [-0.722, -0.186, 0.126], [-1.704, 1.982, 0.063], [0.156, -1.558, 0.784], [0.370, 0.740, -0.050], [0.253, 0.024, -0.225], [-0.540, -0.157, -0.151], [0.200, 0.740, 0.204], [0.359, -0.508, -1.008], [-0.038, 0.201, 0.950], [0.456, -0.081, 0.721], [0.068, 0.379, -0.301], [-0.009, 0.952, -0.486], [0.098, -0.001, -0.194], [0.419, -0.569, 0.077], [-1.089, 0.186, 0.565], [-0.042, -0.154, 0.028], [0.349, -0.028, 0.224], [0.289, -1.037, -1.065], [-0.259, 0.365, 0.275], [0.186, 0.127, -0.010], [-1.490, 0.044, 1.186], [0.692, 0.178, -0.910], [1.101, -0.212, 0.219], [-0.637, -0.243, -1.664], [0.211, -0.159, 0.793], [0.657, -0.569, 0.686], [0.098, 0.098, -0.026], [-0.083, 0.011, -0.051], [-0.050, 0.021, 0.105], [-0.616, 0.169, 0.232], [-0.048, 0.470, 0.098], [-0.146, -0.021, -0.133], [-0.471, 0.185, 0.006], [0.357, -1.306, -1.034], [0.178, -0.123, -0.221], [0.074, -0.236, 0.060], [-0.046, 0.132, 0.021], [-1.221, -0.383, 0.732], [0.532, -0.214, -0.104], [0.200, 0.147, -0.401], [-0.398, 0.792, 0.533], [0.071, 0.016, 0.219], [-0.388, 0.038, -0.140], [0.677, 1.536, -1.165], [-0.441, -0.006, 0.076], [0.374, -0.111, -0.004], [0.288, 0.115, 0.145], [0.031, -0.076, -0.094], [-0.017, 0.004, -0.098], [0.041, 0.136, -0.118], [0.408, 2.851, -1.986], [0.025, 0.088, -0.201], [-0.001, 0.000, -0.047], [0.072, -0.051, 0.018], [0.025, -0.127, 0.442], [-0.042, -0.085, -0.069], [-0.158, 0.072, -0.082], [1.364, 2.592, 1.223], [-1.487, 0.019, 0.675], [0.354, -0.122, -0.675], [0.167, 0.347, 1.327], [0.127, -0.079, -0.282], [-0.708, -0.280, -0.999], [0.574, -0.340, -0.687], [0.603, 0.023, -0.004], [0.279, -0.080, -0.116], [0.266, 0.074, -0.159], [-0.303, -0.099, 0.182], [-0.140, -0.082, -0.571], [0.335, 0.091, 1.044], [-0.072, -0.077, -0.119], [-0.367, -0.151, -1.002], [0.022, -0.038, 0.101], [0.239, 0.044, 0.473], [0.645, -0.204, -0.225], [-0.982, 0.621, 0.351], [0.186, -0.015, -0.121], [0.827, -0.634, -0.066], [-0.040, -0.012, -0.456], [-0.279, 0.409, -0.049], [-0.487, 0.112, -0.348], [0.224, 2.619, 2.128], [3.595, -4.634, -3.859], [-0.069, 1.613, 0.522], [-0.897, 0.826, 0.392], [0.000, -0.512, 0.038], [-2.056, 0.617, 1.338], [0.125, 0.118, 0.820], [0.127, -0.108, 0.067], [-0.038, -0.049, 0.020], [0.122, -0.041, 0.034], [-0.073, 0.085, -0.009], [-0.011, 0.064, -0.062], [0.137, 0.195, -0.017], [-0.035, -0.113, -0.290], [-0.066, 0.126, 0.109], [-0.089, 0.097, -0.258], [-0.675, -0.902, -0.370], [0.567, -0.177, 0.002], [-0.875, -0.735, -0.799], [0.432, 0.291, 0.136], [0.262, 0.173, -0.129], [0.503, -0.202, 0.254], [-1.368, -1.013, 0.223], [0.113, -0.307, -0.219], [-0.086, -0.016, -0.649], [-1.430, -4.163, 3.645]],
  "gap_ev": 1.00,
  "total_charge": 0,
  "homo_energy_ev": -8.1,
  "energy_ha": -11385.87410,
  "e_lumo_ev": -7.1082
}

---

{
  "formula": "C3H26Fe2O14",
  "method": "the ωB97M-V functional and the def2-TZVPD basis",
  "species": ["Fe", "Fe", "C", "O", "O", "O", "C", "C", "O", "H", "H", "H", "H", "H", "H", "O", "H", "H", "O", "H", "H", "O", "H", "H", "O", "H", "H", "O", "H", "H", "O", "H", "H", "O", "H", "H", "O", "H", "H", "O", "H", "H", "O", "H", "H"],
  "xyz": [[0.9913, -0.6955, -2.4169], [-1.5244, 1.5305, 2.2606], [-0.2578, 0.7183, 0.1910], [-1.2953, 1.3817, 0.1602], [0.1213, 0.1136, -0.7696], [0.1872, 0.6922, 1.3744], [1.3267, -3.9358, 1.4558], [0.7312, -2.5708, 1.6980], [1.7010, -1.5279, 1.6850], [2.1479, -3.8472, 0.7446], [0.5976, -4.6726, 1.1189], [1.8653, -4.3259, 2.3194], [0.2564, -2.5918, 2.6789], [-0.0486, -2.3598, 0.9663], [1.1984, -0.7324, 1.4953], [-0.9262, -1.7155, -2.7467], [-1.4199, -2.5343, -2.7925], [-1.5931, -1.0304, -2.7924], [2.7800, 1.6876, 0.4092], [2.8716, 2.6091, 0.6512], [1.9542, 1.4153, 0.8094], [-0.7150, 1.3642, 4.1419], [-0.9839, 1.6927, 4.9998], [0.1057, 0.9008, 4.3088], [-0.9884, 3.6751, 2.0825], [-0.1606, 3.6794, 1.6019], [-1.3371, 4.5591, 1.9679], [2.8269, 0.3472, -2.0454], [2.9077, 0.7168, -1.1661], [3.4902, 0.8063, -2.5606], [-2.7848, -1.5512, 0.3151], [-2.8492, -0.8526, -0.3361], [-2.7757, -2.3585, -0.1991], [0.1747, 0.8020, -3.5708], [0.3300, 1.1546, -4.4470], [-0.1740, 1.5414, -3.0728], [1.7085, -2.2040, -1.0774], [1.6023, -3.1546, -1.1137], [1.7770, -2.0057, -0.1435], [-1.9758, 3.9667, -0.7865], [-1.3723, 3.9427, -1.5291], [-1.9157, 3.0931, -0.4000], [-3.0429, 0.4190, -1.7972], [-3.1079, 1.0763, -2.4901], [-2.4044, 0.7806, -1.1826]],
  "atomic_forces_ev_per_a": [[0.595, -0.944, 0.396], [0.785, 1.293, -0.277], [-0.046, -1.268, -0.292], [-4.209, 2.626, 0.762], [1.748, -0.865, -1.436], [1.485, -0.237, 2.626], [1.151, -0.065, 0.029], [-0.932, -0.603, 0.811], [0.335, -0.412, -0.619], [-0.073, -0.195, -0.375], [-0.017, 0.145, 0.074], [-0.373, 0.022, 0.231], [-0.191, 0.075, 0.148], [-0.158, 0.074, -0.161], [0.244, 0.269, 0.220], [0.855, 0.459, 0.088], [0.171, -0.666, -0.133], [-0.704, 0.570, -0.030], [-0.276, -0.282, -0.388], [0.483, 0.399, -0.018], [0.098, -0.125, 0.415], [-0.398, -0.110, -1.011], [-0.570, 0.421, 0.625], [0.682, -0.461, -0.051], [0.002, -1.900, 0.400], [0.496, 0.254, -0.244], [-0.794, 0.608, -0.039], [-0.865, -0.682, -0.682], [0.155, 0.499, 1.139], [0.314, 0.002, -0.580], [0.651, 0.471, 0.555], [-0.548, -0.105, -0.391], [-0.181, -0.373, 0.035], [-0.141, 0.023, 0.186], [0.200, -0.114, -0.759], [-0.121, 0.306, 0.234], [-0.309, 0.342, -1.417], [0.075, -0.487, -0.326], [0.408, 0.506, 0.966], [0.021, 0.056, 0.317], [0.092, 0.335, -0.346], [-0.107, 0.001, -0.159], [0.435, -0.544, -0.279], [-0.524, 0.278, -0.348], [0.057, 0.405, 0.106]],
  "gap_ev": [8.27, 3.87],
  "total_charge": 3,
  "homo_energy_ev": [-19.3, -19.0],
  "multiplicity": 10,
  "energy_ha": -3709.64698,
  "e_lumo_ev": [-10.9879, -15.1209],
  "s_squared": 24.768
}